1.
DFT (wB97M-V/def2-TZVPD) results for a 10-piece molecular cluster, C32H58Br3Cl2F9N10O22 overall at a distorted geometry.

E_HOMO	-0.3028	hartree
total charge	0
HOMO-LUMO gap	8.0502	eV
energy relative to the best compared isomer or geometry (same formula, charge and spin)	38.06	kcal/mol

The geometry in XYZ format:
```
136
C32H58Br3Cl2F9N10O22 | OMol25 | wB97M-V/def2-TZVPD
C 1.11170 1.41283 3.62773
C 0.78141 0.60167 2.33670
C 1.14685 1.42895 1.11015
Cl 2.94607 1.64159 1.05058
C 0.46602 1.16328 -0.25638
C 0.62488 2.52400 -1.00482
C -1.07335 1.21335 0.04975
C -1.76274 -0.14161 0.21131
C -3.26607 0.09025 0.15708
O -3.80973 1.15678 0.31023
O -3.97582 -1.06772 -0.09334
O 0.66155 0.01274 -1.03800
C 1.81945 -0.75646 -1.23986
C 2.47983 -0.66413 -2.68640
C 4.00511 -0.60455 -2.45654
C 4.65087 -1.81473 -1.74132
C 6.15657 -1.50896 -1.61096
Br 7.26473 -3.08380 -1.77518
C 2.14650 0.79747 -3.34570
Br 1.72206 0.56989 -5.30101
C 3.29580 1.84571 -3.46971
C 3.77340 2.64133 -2.25408
Br 2.59477 3.29882 -4.68252
N 2.07417 -1.66175 -3.64957
Cl 3.27064 -2.54695 -4.49008
C 0.80620 -2.32167 -3.77539
C -0.40219 -1.38172 -3.63194
C -1.34844 -1.32658 -4.94547
O -1.58193 -1.95890 -3.50529
C 1.46423 -2.21450 -0.79711
F 0.15255 -2.42849 -1.11487
F 2.15556 -3.18537 -1.41226
C 1.48252 -2.58777 0.73413
F 1.25290 -3.94066 0.73947
F 0.39345 -2.10296 1.35481
C 2.80015 -2.49039 1.54558
F 3.36938 -1.27888 1.57126
F 3.64598 -3.40025 1.01433
C 2.63613 -2.95903 3.04231
F 3.78088 -2.59241 3.66974
F 2.55799 -4.28718 3.15636
F 1.63019 -2.34058 3.67416
H 1.60500 2.35656 3.39788
H 0.19382 1.66038 4.15535
H 1.76733 0.86382 4.30589
H -0.27238 0.36021 2.41096
H 1.35055 -0.31150 2.44129
H 0.81056 2.42325 1.37575
H 1.63844 2.90544 -0.96866
H 0.03433 3.25226 -0.45321
H 0.18429 2.49585 -1.99801
H -1.59140 1.75237 -0.73780
H -1.23522 1.81301 0.94211
H -1.56338 -0.76527 -0.65489
H -1.60660 -0.63890 1.16444
H -4.35678 -1.00435 -0.97645
H 2.58552 -0.45165 -0.52574
H 4.54926 -0.48302 -3.38600
H 4.19497 0.20205 -1.75447
H 4.46921 -2.77040 -2.21012
H 4.27793 -1.80990 -0.72105
H 6.43142 -0.72662 -2.31242
H 6.34432 -1.10242 -0.62277
H 1.19826 1.19279 -3.01904
H 4.14827 1.50859 -4.03772
H 3.70088 2.11232 -1.30714
H 3.21833 3.56627 -2.14720
H 4.81353 2.93720 -2.37265
H 0.66840 -2.65362 -4.79692
H 0.58882 -3.19939 -3.16558
H -0.26639 -0.43902 -3.11691
H -1.27041 -0.19068 -4.85294
H -2.43060 -1.25938 -5.08310
C 0.94849 1.99810 -9.68541
N 0.96534 0.55997 -9.29719
O 2.04319 0.01892 -9.20692
O -0.11063 0.03438 -9.09642
H 1.97052 2.32722 -9.82704
H 0.37997 2.07949 -10.60706
H 0.47055 2.54952 -8.87989
C 2.93744 -0.32537 7.99127
N 2.58088 0.71008 6.98393
O 3.23020 1.72966 6.95808
O 1.65030 0.46073 6.24177
H 3.77741 0.03478 8.57128
H 2.06329 -0.48122 8.61643
H 3.19442 -1.23006 7.44815
C -1.91759 5.00502 -5.07647
N -0.60303 4.83879 -5.74233
O -0.47703 5.27396 -6.86728
O 0.26630 4.25632 -5.12028
H -2.58239 5.52146 -5.75728
H -2.28862 4.01664 -4.84903
H -1.76556 5.58539 -4.17017
C -6.84847 0.28030 0.53175
N -8.25422 0.75188 0.39661
O -8.47350 1.67383 -0.35711
O -9.09250 0.17385 1.05665
H -6.21780 0.88251 -0.10688
H -6.56364 0.39262 1.57275
H -6.82692 -0.76350 0.23472
C 5.40664 4.10706 9.09497
N 5.73219 2.72306 8.65890
O 5.07153 1.81801 9.11869
O 6.63728 2.59698 7.86740
H 4.58169 4.06188 9.79540
H 6.29591 4.51835 9.56241
H 5.13644 4.67088 8.20762
C -3.23877 2.16026 -8.69317
N -3.79193 2.92919 -7.54281
O -3.17843 2.89290 -6.49382
O -4.81641 3.54104 -7.72733
H -2.32575 1.66747 -8.37724
H -3.99045 1.43546 -8.98976
H -3.04520 2.86936 -9.49234
C -1.06764 -3.62410 4.73662
N -1.67129 -2.74075 5.77224
O -1.10193 -2.64618 6.84138
O -2.69458 -2.17295 5.47427
H -0.16202 -4.06269 5.13792
H -1.79716 -4.39097 4.49495
H -0.84999 -3.00664 3.87118
C -12.25951 -0.98754 0.74629
N -12.14582 -2.40817 1.17779
O -11.03551 -2.85970 1.34917
O -13.18216 -3.01908 1.32802
H -11.26416 -0.56883 0.65387
H -12.77718 -0.97979 -0.20810
H -12.83261 -0.46209 1.50381
C 0.67227 -4.36787 8.73301
N 1.69280 -5.40071 9.06048
O 2.61909 -5.07459 9.77023
O 1.52358 -6.50317 8.58811
H 0.95068 -3.44028 9.21782
H 0.65626 -4.25201 7.65608
H -0.28487 -4.72590 9.09849
```

Mulliken atomic charge list, values in e, 99 entries: -1.7412, 1.6412, -0.3372, -0.1881, 1.3381, -2.5337, -2.1534, 0.9105, 0.1956, -0.5409, -0.4741, 0.5325, -1.1100, 2.3344, -3.2504, -0.6839, -0.9202, -0.1728, -1.9157, 0.0381, -0.1022, -1.3939, -0.0912, 0.6499, -0.2195, -0.9007, 2.5641, -1.7220, -0.6722, 0.5380, -0.2538, -0.3479, 0.1625, -0.3377, 0.1126, 0.7846, -0.2041, -0.3183, 0.3508, -0.2840, -0.2503, -0.0606, 0.3754, 0.3617, 0.3470, 0.1795, -1.2985, 1.1459, 0.1485, 0.5660, 0.8916, 0.8884, 0.2955, -0.4272, 0.0905, 0.3631, 0.5042, 1.5755, 0.1101, 0.8779, -0.0217, 0.4592, 0.4463, 0.5083, 0.7087, 0.1538, 0.5012, 0.2697, 0.8351, 0.1548, -0.5629, 0.2418, 0.4837, -0.6794, 0.9415, -0.5184, -0.5452, 0.3031, 0.2929, 0.2069, -0.6542, 0.9313, -0.5146, -0.5839, 0.2377, 0.2934, 0.2520, -0.8968, 1.0311, -0.5867, -0.5673, 0.3098, 0.3786, 0.2753, -0.7123, 0.9334, -0.5398, -0.5819, 0.2878

2.
DFT (wB97M-V/def2-TZVPD) results for a 3-piece molecular cluster, C32H58N6O4P overall at a distorted geometry.

E_HOMO	-0.3548	hartree
total charge	+1
HOMO-LUMO gap	5.1781	eV
energy relative to the best compared isomer or geometry (same formula, charge and spin)	200.54	kcal/mol

The geometry in XYZ format:
```
101
C32H58N6O4P | OMol25 | wB97M-V/def2-TZVPD
C 5.44718 -5.38701 0.26546
O 4.08708 -5.54524 0.85056
C 3.10972 -5.46764 -0.27547
C 3.13623 -3.97257 -1.01910
C 2.81079 -2.88121 0.17868
C 2.45380 -1.36025 -0.41239
C 0.95870 -1.51214 -1.11737
C -0.50156 -1.51473 -0.33912
C -0.87872 -1.33393 1.24612
C -0.96660 -2.95883 1.97602
C -2.58634 -3.52999 2.22946
O -1.56953 -3.01967 3.41706
N -1.38867 -1.74003 -1.56790
C -2.90007 -1.88236 -1.46741
C -3.19656 -3.50339 -1.19732
C -2.11002 -4.70051 -1.62556
C -2.37971 -6.31186 -1.31472
C -3.76885 -6.75486 -0.54748
C -4.87810 -5.58912 -0.14377
C -6.23699 -6.09357 0.62446
C -4.61562 -3.98860 -0.45660
C -0.60114 -1.80237 -2.85766
P -1.11140 -2.04956 -4.68119
N -2.89335 -2.14707 -4.88270
O -0.53961 -3.62636 -5.24739
N 0.88654 -1.66502 -2.62130
N 1.91998 -1.66212 -3.55168
C 2.39027 -0.35465 -3.72858
O 3.08474 0.81543 -3.68453
H 5.52625 -5.86734 -0.81316
H 6.30087 -5.82816 0.93940
H 5.65346 -4.21510 0.20761
H 2.04125 -5.64842 0.21912
H 3.31780 -6.35185 -1.01683
H 2.22836 -3.99487 -1.77738
H 4.13770 -3.76987 -1.59522
H 1.79853 -3.25754 0.68553
H 3.61158 -2.86227 1.03691
H 3.30964 -1.14819 -1.21613
H 2.45606 -0.53793 0.43149
H -1.98736 -0.97717 1.35931
H -0.09717 -0.73810 1.88118
H -0.10219 -3.79819 1.62681
H -3.46143 -2.78727 2.00145
H -2.80302 -4.67935 2.25036
H -3.20400 -1.35106 -0.44234
H -3.49187 -1.45113 -2.37977
H -1.07340 -4.46106 -2.15640
H -1.58138 -7.11288 -1.64937
H -3.93845 -7.89210 -0.30764
H -6.87750 -6.87978 0.03926
H -5.87168 -6.58865 1.64716
H -6.86251 -5.13673 0.96736
H -5.35678 -3.11382 -0.18854
H -3.19657 -2.91941 -4.24786
H -3.26084 -1.21959 -4.57226
H 0.43218 -3.74937 -5.02837
C 1.83543 4.04870 2.41564
C 1.18876 2.77306 2.94832
N 1.97592 2.09839 3.98402
C 1.50285 0.74219 4.28009
C 0.11065 0.59792 4.88553
C 2.33332 2.90372 5.15393
C 1.19924 3.53147 5.95643
H 2.85160 3.85760 2.05507
H 1.25022 4.43905 1.57650
H 1.87651 4.83429 3.17630
H 1.07741 2.09512 2.09261
H 0.17655 3.00623 3.29581
H 2.22657 0.23951 4.93549
H 1.52763 0.16412 3.34680
H 0.09291 0.88880 5.93681
H -0.19814 -0.45342 4.84290
H -0.64199 1.17670 4.34423
H 3.00151 3.70889 4.82379
H 2.95445 2.30564 5.83304
H 0.44234 3.99936 5.32147
H 1.60213 4.31338 6.60906
H 0.70923 2.80164 6.60217
C 1.11207 4.58910 -1.58550
C 0.12040 5.71152 -1.29234
N 0.45678 6.98253 -1.93953
C -0.32143 8.11623 -1.42976
C -1.82760 8.10116 -1.66816
C 0.62459 6.94472 -3.39397
C -0.54871 6.44747 -4.23083
H 2.13445 4.88603 -1.32912
H 0.86026 3.70609 -0.98895
H 1.08901 4.28793 -2.63726
H 0.12291 5.85823 -0.20481
H -0.88688 5.37449 -1.55968
H 0.09044 9.05088 -1.83323
H -0.15077 8.18401 -0.34713
H -2.07687 8.33034 -2.70520
H -2.30204 8.87324 -1.05068
H -2.28377 7.14601 -1.39607
H 1.49439 6.31595 -3.62173
H 0.91549 7.93993 -3.75402
H -1.00392 5.54151 -3.82213
H -0.20139 6.20724 -5.24141
H -1.32228 7.20939 -4.33479
```

Mulliken atomic charge list, values in e, 99 entries: -0.5387, -0.3780, -0.4978, -0.1563, 0.1814, -0.5713, 0.4693, 0.1029, -0.0628, 0.4500, -0.5480, -0.4413, 0.3023, -1.0158, 0.6611, -0.0066, -0.4917, -0.4194, 0.5977, -1.0575, -0.7833, 0.0130, 0.3112, -0.6587, -0.5059, 0.9296, -1.1648, 0.7293, -0.3754, 0.2542, 0.2616, 0.1664, 0.2154, 0.3830, -0.0205, 0.3192, -0.5006, 0.4282, 0.3004, 0.1942, 0.3490, -0.4688, 0.0484, 0.2724, 0.2716, 0.3372, 0.2720, 0.0449, 0.3124, 0.2973, 0.3213, 0.2936, 0.2881, 0.2357, 0.3278, 0.3391, 0.3374, -1.0834, -0.0034, 0.0820, -0.1175, -1.0529, -0.7199, -0.9549, 0.3288, 0.0558, 0.3536, 0.1396, 0.2131, 0.3995, -0.2068, 0.3075, 0.4338, 0.2154, 0.4073, 0.3571, 0.2501, 0.3728, 0.2754, -1.4182, -0.2874, 0.0765, -0.6967, -0.9459, -0.6782, -0.9413, 0.2917, 0.3470, 0.4349, 0.4385, 0.1788, 0.3717, 0.3871, 0.2239, 0.3863, 0.2620, 0.3454, 0.3444, 0.2388

3.
DFT (wB97M-V/def2-TZVPD) results for C32H59AsBF6N3O10PtS5 as an isolated structure at a distorted geometry.

E_HOMO (spin up / spin down)	-0.2653 / -0.2653	hartree
total charge	0
HOMO-LUMO gap (spin up / spin down)	7.1153 / 4.7080	eV
multiplicity	3

The geometry in XYZ format:
```
118
C32H59AsBF6N3O10PtS5 | OMol25 | wB97M-V/def2-TZVPD
Pt 0.15911 3.12378 -2.72428
B 2.37839 3.21888 -2.05482
H 1.84535 4.01405 -1.39198
H 2.04113 2.18573 -1.66434
H 1.99461 3.49441 -3.11774
H 3.52151 3.31960 -1.98985
As 0.02148 -0.04996 -0.49493
F 1.50509 -0.56134 -1.31467
F -0.26252 1.29842 -1.58828
F -1.51557 0.32293 0.32658
F 0.30091 -1.41110 0.57582
F 0.91140 0.95424 0.57333
F -0.91164 -1.15686 -1.47581
C 3.41057 -0.73750 -4.32816
C 4.03994 0.26523 -5.31854
C 3.05579 1.46435 -5.27912
S 1.43487 0.77486 -5.04798
O 0.69359 0.79680 -6.29377
O 0.82077 1.36970 -3.86703
C 1.98920 -0.93489 -4.70719
H 3.51827 -0.33028 -3.31565
H 4.02355 -1.63787 -4.23404
H 4.08448 -0.18882 -6.31436
H 5.09574 0.40487 -5.09701
H 3.07080 2.08623 -6.17121
H 3.38048 2.06934 -4.43210
H 1.90649 -1.43262 -5.67680
H 1.31426 -1.46021 -4.03404
C -4.19414 0.97500 -1.30905
C -4.00756 2.37061 -0.72947
C -4.16474 3.39018 -1.85008
S -3.32875 2.61945 -3.29093
O -1.95228 3.02801 -3.17257
O -4.06177 2.85022 -4.50803
C -3.53105 0.93222 -2.69422
H -5.23668 0.66202 -1.37907
H -3.78624 0.18276 -0.67857
H -3.02210 2.50439 -0.27304
H -4.67103 2.56787 0.11398
H -3.72728 4.38270 -1.76177
H -5.23539 3.54967 -1.99473
H -2.55978 0.45784 -2.84599
H -4.20114 0.45004 -3.40633
C -1.86901 4.35807 2.90115
C -2.80823 5.10704 1.92669
C -1.89646 5.59469 0.79995
S -0.58279 4.38503 0.58628
O 0.70262 4.97979 0.86809
O -0.70668 3.68483 -0.67606
C -0.97370 3.43532 2.08984
H -2.50667 3.77016 3.56482
H -1.29593 5.04572 3.51981
H -3.31875 5.99101 2.30901
H -3.60473 4.45284 1.57650
H -1.37894 6.52821 1.01532
H -2.38709 5.69642 -0.16831
H -0.05350 3.21333 2.62563
H -1.40936 2.50272 1.72306
C 2.15524 -4.26947 -0.40334
C 2.01031 -4.06264 -1.92770
C 3.09021 -4.87061 -2.60061
S 4.56363 -4.44385 -1.62609
O 5.19872 -3.26195 -2.16017
O 5.28922 -5.66987 -1.38924
C 3.61275 -3.91505 -0.17192
H 1.78886 -5.28382 -0.23035
H 1.49186 -3.60485 0.14809
H 2.18708 -3.02291 -2.23082
H 0.99089 -4.26506 -2.26230
H 3.36901 -4.67191 -3.63385
H 2.90533 -5.93528 -2.45271
H 3.67005 -2.82547 -0.14100
H 4.05410 -4.28350 0.75334
C -0.82365 -1.86168 4.35694
C -0.84064 -0.86528 5.53919
C 0.63841 -0.59918 5.88311
S 1.44154 -0.47310 4.26472
O 2.58282 -1.34497 4.32604
O 1.49299 0.90848 3.80966
C 0.09353 -1.26915 3.29936
H -1.83480 -2.01852 3.98035
H -0.44951 -2.82534 4.70743
H -1.41922 -1.29409 6.35733
H -1.33436 0.07700 5.30547
H 1.01818 -1.54700 6.26815
H 1.04480 0.20100 6.49582
H 0.50840 -1.91577 2.53156
H -0.37885 -0.42090 2.80253
N -4.98194 -1.32037 3.54273
C -4.48043 -0.56812 4.59694
C -3.70559 0.42090 4.06608
C -3.50526 0.13338 2.68932
C -4.28772 -0.96631 2.41623
H -5.57492 -2.12143 3.64572
H -4.82430 -0.66623 5.61383
H -3.27123 1.22536 4.63824
H -2.93198 0.68495 1.96435
H -4.34876 -1.62286 1.56128
N -2.26115 -3.16222 -0.04817
C -2.35967 -3.11257 1.32712
C -3.00015 -4.23701 1.73575
C -3.27571 -5.06138 0.60501
C -2.80105 -4.35241 -0.47062
H -1.80137 -2.46832 -0.62135
H -2.04314 -2.21283 1.82920
H -3.28838 -4.52731 2.73603
H -3.61458 -6.07998 0.53801
H -2.70356 -4.62936 -1.50934
N 3.84195 0.34333 -0.01471
C 4.08174 -0.07562 1.26565
C 5.43122 0.04049 1.52618
C 6.02419 0.65824 0.38090
C 4.98914 0.89257 -0.49031
H 3.01870 0.09903 -0.54236
H 3.36377 -0.61852 1.85844
H 6.01051 -0.26199 2.38337
H 7.04550 0.96699 0.23810
H 5.07833 1.30418 -1.48457
```

Mulliken atomic charge list, values in e, 99 entries: 3.9240, 0.6193, -0.2257, -0.5965, -0.0190, -0.1824, 2.2082, -0.7027, -0.9258, -0.4686, -0.6420, -0.4086, -0.7734, 0.0785, -1.0416, -0.4558, 0.9683, -0.8082, -1.0943, -0.6463, -0.2822, 0.5129, 0.3143, 0.4776, 0.5318, 0.0152, 0.4890, 0.2369, 0.0993, 0.1670, -0.9574, 0.8769, -0.9390, -0.6783, -0.4959, 0.4887, -0.5023, -0.5377, 0.7073, 0.3022, 0.4244, 0.0323, 0.5721, -0.7579, -0.3655, -1.0530, 0.9750, -0.7288, -0.9125, 0.5442, 0.2803, 0.3890, 0.4221, 0.0856, 0.4975, 0.3449, 0.5135, -0.7863, 0.0131, -0.0522, -0.9318, 1.0740, -0.5823, -0.7234, -0.3474, 0.4401, -0.5131, -0.3892, 0.6725, 0.4287, 0.3599, -0.0749, 0.6011, -0.2605, -0.4722, -0.9198, 1.1900, -0.7243, -0.5798, 0.6991, -0.0929, 0.3961, 0.4823, -0.0288, 0.3654, 0.4817, 0.0466, -0.6216, 0.0270, -0.8729, -0.7673, 0.8194, -1.5916, 0.2240, 0.4474, 0.5602, 0.3961, 0.6913, 0.6009

Number 1: DFT total energy -12996.9977 Ha. Number 2: DFT total energy -2223.8221 Ha. Number 3: DFT total energy -7141.2837 Ha.